No. 1
DFT (the ωB97M-V functional and the def2-TZVPD basis) results for a structure of composition C2HCl3I2 at a distorted geometry.

Each line ends with the Mulliken charge.
CARTESIAN COORDINATES (ANGSTROEM)
C -0.798 0.155 0.010  0.08
C 0.566 -0.286 -0.082  -0.53
Cl -1.232 1.597 -0.961  -0.11
Cl -2.036 -1.123 -0.563  -0.11
Cl 1.285 -0.421 -1.688  -0.03
I 2.214 1.586 1.174  0.05
I 0.999 -2.037 1.124  0.27
H -0.998 0.529 0.985  0.39

LUMO level (alpha / beta), eV: -2.71 / -2.58
E_HOMO (alpha / beta), eV: -9.48 / -9.61
Frontier orbital gap (alpha / beta), eV: 6.8 / 7.0

=====

No. 2
DFT (the ωB97M-V functional and the def2-TZVPD basis) results for a cluster of 2 separate species, C2HCl3S2 in total at a distorted geometry.

Each line ends with the Mulliken charge.
CARTESIAN COORDINATES (ANGSTROEM)
C -0.422 0.025 -0.282  -0.52
C 0.969 0.288 -0.046  0.78
S -0.884 -2.577 0.047  -0.10
S -1.598 0.851 0.445  -0.02
Cl 1.317 2.023 0.326  -0.17
Cl 1.804 0.009 -1.515  -0.10
Cl 1.556 -0.732 1.256  -0.07
H -2.742 0.114 -0.230  0.21

LUMO level (alpha / beta), eV: -2.08 / -2.12
E_HOMO (alpha / beta), eV: -8.66 / -9.19
Frontier orbital gap (alpha / beta), eV: 6.6 / 7.1

=====

No. 3
DFT (the ωB97M-V functional and the def2-TZVPD basis) results for a cluster of 2 separate species, C2HClF2O in total at a distorted geometry.

Each line ends with the Mulliken charge.
CARTESIAN COORDINATES (ANGSTROEM)
C 0.048 -0.068 1.054  -0.44
C 0.556 -1.020 0.127  1.06
O 1.336 -0.088 0.813  -0.18
F 0.339 -0.736 -1.161  -0.22
F 0.852 -2.281 0.231  -0.21
Cl -1.908 2.224 -0.019  -0.24
H -1.224 1.970 -1.046  0.23

LUMO level, eV: -0.34
E_HOMO, eV: -10.42
Frontier orbital gap, eV: 10.1

=====

Going through the records in order, we get energy relative to the best compared isomer or geometry (same formula, charge and spin) values of 57.8 466.4 304.9 kJ/mol.